{"formula": "C3H16NO3S", "method": "ωB97M-V/def2-TZVPD", "energy_ev": -21824.825, "multiplicity": 1, "gap_ev": 3.2518, "charge": 1, "max_force_ha_per_bohr": 0.07301, "elements": ["C", "C", "C", "S", "N", "H", "H", "H", "H", "H", "H", "H", "H", "H", "H", "H", "H", "O", "H", "H", "O", "H", "H", "O"], "xyz": [[-1.258410, -1.124021, -0.751918], [0.320821, -1.162436, -0.751314], [1.023277, -0.810313, -2.090264], [-1.727426, 1.349824, 1.390373], [-1.741444, -0.114594, -1.747405], [-1.660008, -2.086732, -1.082696], [-1.673432, -0.868481, 0.328184], [0.732603, -2.110746, -0.271198], [0.733726, -0.454599, 0.044260], [0.859772, 0.344733, -2.296791], [0.629580, -1.367243, -3.032669], [-1.683949, 1.923781, 2.649793], [-2.423082, -0.508073, -2.393863], [-2.149586, 0.681204, -1.308996], [2.211820, -0.895301, -1.986335], [-0.768336, -1.798333, 3.001977], [-0.807683, -0.483590, 2.083619], [-0.575258, -1.400586, 2.152429], [1.288930, 3.391810, 0.467226], [0.090967, 2.300769, 0.521272], [1.073164, 2.439749, 0.299307], [2.190236, 1.433669, 1.059664], [2.552367, 0.572390, 2.336539], [2.761353, 0.747116, 1.378804]], "forces_ev_per_a": [[-0.14, 0.97, -2.58], [2.39, 0.29, 2.41], [0.77, 1.54, -1.27], [-0.64, 0.21, 0.12], [-0.50, -2.71, 2.55], [0.17, 0.09, 0.21], [0.71, 0.28, -0.71], [-1.16, 0.67, -0.99], [-0.79, -0.37, -1.12], [0.15, -2.29, 0.34], [0.86, 0.76, 1.77], [0.03, -0.57, -0.63], [0.25, 0.05, -0.21], [0.22, 1.49, 0.07], [-2.78, -0.25, -0.13], [-0.19, 0.30, 0.41], [-0.11, 0.73, 0.64], [0.47, -1.30, -0.72], [-0.42, -1.13, -0.25], [2.34, 0.56, -0.40], [-1.94, 1.17, 0.28], [-0.66, 0.69, -0.07], [0.33, 0.46, -1.62], [0.62, -1.64, 1.90]]}



{"formula": "C3H2F2OS", "method": "ωB97M-V/def2-TZVPD", "energy_ev": -21456.530, "multiplicity": 1, "gap_ev": 7.8782, "charge": 0, "smiles": "O=CC(=S)C(F)F", "max_force_ha_per_bohr": 0.17868, "elements": ["O", "C", "C", "S", "C", "F", "F", "H", "H"], "xyz": [[-1.809391, 1.695955, -0.199964], [-0.712707, 1.119805, 0.416631], [-0.587498, -0.307826, -0.063149], [-1.908467, -1.284771, -0.249716], [0.927053, -0.716557, -0.362510], [1.063738, -0.689268, 1.078866], [1.633937, 0.321845, -0.996516], [0.145761, 1.380384, 1.371491], [1.247573, -1.519569, -0.995136]], "forces_ev_per_a": [[7.55, -2.30, 4.70], [-5.09, 1.86, -1.92], [-0.41, -1.10, -2.36], [1.96, 1.00, 0.31], [-2.62, 3.38, 1.22], [2.57, -0.92, -1.51], [-0.78, -0.71, 1.65], [-2.95, 0.24, -3.01], [-0.22, -1.43, 0.92]]}



{"formula": "C3H6N2O", "method": "ωB97M-V/def2-TZVPD", "energy_ev": -8235.706, "multiplicity": 1, "gap_ev": 10.5371, "charge": 0, "smiles": "C/N=C/NC=O", "max_force_ha_per_bohr": 0.00927, "elements": ["C", "N", "C", "N", "C", "O", "H", "H", "H", "H", "H", "H"], "xyz": [[0.294769, -1.900209, -0.968805], [0.208768, -0.709718, -0.145491], [-0.563289, 0.209829, -0.538878], [-0.709432, 1.405221, 0.157926], [-0.130003, 1.680217, 1.380477], [-0.364063, 2.695575, 1.995354], [0.463502, -2.782838, -0.339985], [-0.604750, -2.079375, -1.583529], [1.160848, -1.809946, -1.637023], [-1.181394, 0.161064, -1.446692], [-1.351818, 2.108253, -0.182748], [0.540471, 0.880068, 1.724007]], "forces_ev_per_a": [[0.06, -0.20, -0.17], [-0.33, 0.28, -0.21], [0.21, -0.26, 0.14], [-0.06, 0.16, 0.09], [-0.09, 0.12, 0.14], [0.12, -0.29, -0.23], [-0.09, 0.25, -0.10], [0.21, 0.10, 0.12], [-0.14, -0.09, 0.11], [0.09, -0.04, 0.13], [0.07, -0.16, 0.00], [-0.06, 0.12, -0.02]]}



{"formula": "C28H32N5O4PTl", "method": "ωB97M-V/def2-TZVPD", "energy_ev": -59177.015, "multiplicity": 1, "gap_ev": 5.2471, "charge": -1, "max_force_ha_per_bohr": 0.01570, "elements": ["Tl", "N", "C", "C", "N", "C", "C", "N", "H", "H", "H", "H", "H", "H", "H", "H", "H", "H", "H", "H", "H", "C", "C", "C", "C", "C", "C", "P", "C", "C", "C", "C", "C", "C", "C", "C", "C", "C", "C", "C", "H", "H", "H", "H", "H", "H", "H", "H", "H", "H", "H", "H", "H", "H", "O", "C", "O", "C", "C", "N", "N", "C", "C", "O", "O", "H", "H", "H", "C", "H", "H"], "xyz": [[-0.230266, 0.956217, 1.291026], [0.090304, 4.085649, 0.465729], [1.390356, 4.693480, 0.715019], [2.512470, 3.706228, 0.381332], [2.381046, 2.422320, 1.052034], [3.017219, 2.261551, 2.345856], [2.022802, 2.457623, 3.490275], [0.988610, 1.420781, 3.478059], [-0.683797, 4.656478, 0.777108], [-0.050693, 3.849392, -0.511315], [1.571842, 5.609600, 0.141206], [1.436906, 4.960786, 1.772632], [2.493363, 3.526489, -0.696159], [3.470675, 4.188996, 0.614605], [2.587349, 1.655079, 0.429891], [3.423229, 1.248881, 2.422017], [3.851228, 2.964573, 2.467060], [2.568351, 2.481991, 4.439167], [1.530271, 3.422545, 3.367491], [1.322237, 0.540666, 3.851600], [0.140819, 1.696702, 3.966415], [-3.615094, -2.972931, -3.031733], [-3.551672, -1.703641, -3.591411], [-2.493912, -0.857815, -3.286922], [-1.467251, -1.249866, -2.422059], [-1.543831, -2.532193, -1.875185], [-2.604764, -3.382038, -2.172904], [-0.151593, 0.001204, -1.983012], [0.922315, -0.348347, -3.651279], [0.494006, -0.979363, -4.822745], [1.195538, -0.853373, -6.023667], [2.360386, -0.104544, -6.081446], [2.813581, 0.527893, -4.923324], [2.091970, 0.416815, -3.747102], [1.004041, -0.980836, -0.845939], [1.747303, -2.042596, -1.399095], [2.636319, -2.793460, -0.638278], [2.794560, -2.525307, 0.712018], [2.039223, -1.504612, 1.277615], [1.149198, -0.732457, 0.529779], [-4.444424, -3.630817, -3.261936], [-4.333314, -1.372627, -4.265026], [-2.461413, 0.137079, -3.719209], [-0.764748, -2.880254, -1.206892], [-2.640278, -4.371811, -1.730611], [-0.397517, -1.597693, -4.801092], [0.830777, -1.352144, -6.916806], [2.909972, -0.013472, -7.010613], [3.724258, 1.118033, -4.953879], [2.431069, 0.947235, -2.855590], [1.620083, -2.309227, -2.437448], [3.191301, -3.598324, -1.107036], [3.480268, -3.107963, 1.318922], [2.142904, -1.318280, 2.347184], [-4.752446, -1.064570, 5.610379], [-4.313372, -2.040328, 4.855833], [-4.767247, -3.166572, 4.911264], [-3.194201, -1.741602, 3.910082], [-2.634648, -2.721628, 3.126637], [-1.628520, -2.153158, 2.448704], [-1.500383, -0.854803, 2.712972], [-2.438931, -0.567564, 3.606164], [-2.576233, 0.870367, 4.071250], [-3.485243, 1.116425, 4.901794], [-1.798129, 1.702339, 3.559329], [-4.257261, -0.181344, 5.410634], [-2.898035, -3.763762, 3.031247], [-1.026183, -2.565244, 1.755025], [-1.476170, 0.662265, -0.517595], [-1.881178, 1.610663, -0.873263], [-2.315400, 0.020224, -0.204784]], "forces_ev_per_a": [[0.04, -0.33, -0.40], [0.05, -0.04, 0.03], [-0.17, -0.27, -0.02], [-0.20, -0.03, 0.09], [0.05, -0.13, -0.17], [-0.28, -0.03, -0.02], [0.00, -0.03, -0.05], [0.02, 0.25, -0.38], [0.04, 0.01, -0.01], [0.04, 0.00, 0.07], [0.05, 0.09, -0.02], [0.01, 0.04, 0.02], [-0.01, -0.04, 0.00], [0.08, 0.00, -0.02], [0.03, -0.04, 0.01], [0.03, 0.01, -0.07], [0.04, 0.02, 0.04], [0.01, -0.01, 0.06], [-0.06, -0.03, 0.04], [-0.02, -0.02, -0.02], [-0.14, -0.06, 0.02], [0.05, 0.04, 0.02], [0.04, -0.02, 0.00], [0.08, 0.06, 0.05], [-0.02, 0.10, 0.04], [0.01, 0.04, -0.05], [0.02, 0.02, -0.02], [0.37, 0.17, -0.06], [-0.03, -0.22, -0.03], [0.15, 0.00, 0.08], [-0.03, 0.00, 0.03], [-0.03, -0.02, 0.08], [-0.01, -0.01, -0.03], [-0.10, -0.07, 0.04], [-0.03, -0.29, -0.16], [-0.14, 0.12, 0.10], [-0.05, 0.04, -0.03], [-0.01, 0.00, 0.01], [-0.05, 0.06, 0.07], [0.00, 0.41, 0.19], [0.02, -0.01, 0.01], [0.01, 0.03, 0.01], [0.00, -0.03, -0.01], [0.01, 0.04, 0.00], [0.01, 0.03, 0.00], [-0.01, 0.00, -0.04], [0.00, 0.01, 0.03], [0.00, 0.02, 0.00], [-0.01, -0.01, 0.02], [0.01, 0.01, -0.04], [-0.01, 0.05, -0.12], [-0.01, 0.01, 0.00], [-0.01, 0.01, -0.03], [0.01, 0.01, -0.05], [0.22, 0.77, 0.11], [0.18, -0.33, -0.29], [0.02, 0.18, 0.03], [0.03, 0.33, 0.14], [0.03, -0.19, -0.01], [0.05, -0.19, -0.26], [-0.12, 0.21, 0.37], [-0.06, -0.19, -0.04], [-0.33, 0.30, 0.01], [0.05, -0.53, 0.11], [0.18, -0.16, 0.06], [-0.20, -0.28, -0.13], [0.04, 0.10, 0.01], [0.07, 0.00, -0.05], [-0.11, -0.12, 0.58], [0.09, 0.04, -0.05], [-0.03, 0.10, 0.11]]}